No. 1
Formula: C51H62AsBrHgN3O5Si
Source: the Open Molecules 2025 dataset
Level of theory: wB97M-V/def2-TZVPD

Each line ends with the Mulliken charge.
CARTESIAN COORDINATES (ANGSTROEM)
Hg: 0.842 -0.410 -0.791  0.7735
O: -1.042 1.797 0.867  -0.2322
H: -0.060 1.844 0.985  -0.1762
H: -1.206 0.906 1.194  0.1295
O: 2.226 -1.201 1.658  -0.7616
H: 2.017 -0.241 1.722  0.1813
H: 1.381 -1.650 1.840  0.3686
N: 2.331 2.107 -2.539  -0.2663
C: 1.514 2.169 -1.697  -0.2440
H: 2.930 1.608 -3.165  0.2377
C: -3.364 1.732 -4.585  -1.0692
C: -3.049 2.866 -3.604  -0.8939
As: -1.983 2.273 -2.034  0.6893
C: -3.515 1.475 -1.077  -0.0272
C: -4.544 2.434 -0.485  -1.3501
C: -1.957 4.080 -1.238  -0.6730
C: -0.821 4.917 -1.832  -0.9198
H: -3.920 2.094 -5.455  0.4162
H: -3.966 0.951 -4.111  0.1342
H: -2.449 1.250 -4.938  0.2843
H: -3.974 3.343 -3.261  0.3348
H: -2.465 3.639 -4.110  0.4150
H: -3.085 0.857 -0.290  0.1146
H: -3.984 0.794 -1.792  0.1981
H: -4.078 3.109 0.235  0.3064
H: -5.331 1.887 0.043  0.3892
H: -5.026 3.043 -1.254  0.2845
H: -1.811 3.956 -0.164  0.2992
H: -2.920 4.568 -1.406  0.4406
H: 0.149 4.466 -1.615  0.0578
H: -0.826 5.932 -1.424  0.2967
H: -0.905 5.000 -2.921  0.3426
O: 1.620 1.542 1.717  0.1098
Si: 1.748 2.352 3.074  -0.3111
C: 1.644 4.227 2.773  0.4063
C: 1.920 5.213 3.728  -0.2603
C: 1.825 6.567 3.428  -0.7675
C: 1.460 6.972 2.149  -0.5216
C: 1.200 6.014 1.175  -0.4955
C: 1.293 4.659 1.486  0.2939
C: 0.401 1.898 4.325  0.7197
C: 0.021 2.660 5.435  -0.2766
C: -0.972 2.229 6.311  -0.7774
C: -1.616 1.016 6.089  -0.5713
C: -1.262 0.244 4.987  -0.4388
C: -0.264 0.679 4.121  -0.7002
C: 3.408 2.103 3.963  0.5115
C: 3.641 2.412 5.308  -0.1400
C: 4.903 2.277 5.878  -0.7191
C: 5.966 1.812 5.111  -0.3426
C: 5.753 1.471 3.780  -0.6955
C: 4.488 1.616 3.215  -0.3626
H: 2.237 4.922 4.725  0.1749
H: 2.039 7.307 4.190  0.3733
H: 1.382 8.028 1.913  0.3498
H: 0.926 6.318 0.170  0.3500
H: 1.101 3.913 0.716  -0.0385
H: 0.490 3.624 5.617  0.1142
H: -1.245 2.841 7.164  0.3582
H: -2.394 0.675 6.763  0.4277
H: -1.765 -0.698 4.803  0.6090
H: 0.010 0.060 3.270  0.4753
H: 2.817 2.746 5.933  0.1964
H: 5.056 2.526 6.922  0.3740
H: 6.950 1.705 5.551  0.3383
H: 6.571 1.083 3.182  0.3657
H: 4.319 1.333 2.179  0.3223
C: -6.882 -2.064 4.296  -1.6807
C: -5.528 -2.514 4.793  1.1251
C: -5.255 -2.467 6.157  -0.8888
C: -4.006 -2.832 6.639  -0.7346
C: -3.038 -3.278 5.758  -0.7370
C: -3.293 -3.343 4.390  -0.6219
N: -2.238 -3.777 3.554  0.0741
C: -2.409 -4.656 2.492  -0.1247
C: -3.311 -5.722 2.595  -0.7317
C: -3.394 -6.677 1.596  -0.6565
C: -2.573 -6.594 0.475  -0.8134
C: -1.716 -5.507 0.352  -0.1397
C: -1.634 -4.518 1.326  0.9127
C: -0.799 -3.265 1.057  -0.0093
O: -0.377 -2.639 2.069  -1.1034
O: -0.657 -2.946 -0.143  -0.0593
C: -4.538 -2.932 3.890  1.6755
C: -4.791 -2.875 2.404  -1.4519
H: -7.547 -1.858 5.135  0.3844
H: -7.352 -2.821 3.662  0.3048
H: -6.804 -1.150 3.700  0.3540
H: -6.022 -2.118 6.841  0.2866
H: -3.791 -2.777 7.699  0.4004
H: -2.058 -3.579 6.108  0.4720
H: -1.471 -3.124 3.374  0.4245
H: -3.938 -5.795 3.477  0.4267
H: -4.097 -7.495 1.697  0.3683
H: -2.610 -7.355 -0.295  0.4225
H: -1.092 -5.392 -0.525  0.3939
H: -5.236 -3.802 2.026  0.3251
H: -3.862 -2.720 1.855  -0.0356
H: -5.464 -2.053 2.157  0.5485
C: -3.573 -2.771 -1.664  -1.4310
C: -2.837 -2.958 -2.998  3.1875
C: -3.832 -3.064 -4.157  -2.0583
C: -1.946 -4.204 -2.928  -1.1422
C: -1.973 -1.771 -3.231  -0.6766
N: -1.329 -0.825 -3.348  -0.4219
H: -4.137 -3.680 -1.434  0.4742
H: -4.264 -1.924 -1.716  0.4485
H: -2.849 -2.599 -0.866  -0.1116
H: -4.494 -3.916 -3.981  0.4477
H: -3.313 -3.213 -5.107  0.4263
H: -4.439 -2.158 -4.235  0.3426
H: -2.580 -5.089 -2.810  0.4829
H: -1.284 -4.126 -2.066  -0.6200
H: -1.342 -4.312 -3.833  0.5006
Br: 4.819 -4.558 -4.573  -0.2805
C: 3.756 -3.413 -3.462  0.1173
C: 4.253 -2.174 -3.103  -0.5579
C: 3.454 -1.342 -2.314  -0.4386
C: 2.185 -1.729 -1.884  -1.2857
C: 1.740 -3.000 -2.243  0.9603
C: 2.513 -3.851 -3.036  -0.4918
H: 5.243 -1.868 -3.422  0.3769
H: 3.858 -0.375 -2.018  0.4954
H: 0.781 -3.343 -1.873  0.1649
H: 2.157 -4.837 -3.310  0.4475

## Properties
HOMO-LUMO gap (spin up / spin down): 4.671 / 7.276 eV
HOMO energy (spin up / spin down): -0.913 / -3.520 eV
Multiplicity: 2
ΔE to the lowest compared entry with this formula, charge and spin: 56.7 kJ/mol
⟨S²⟩: 0.758
E_LUMO (spin up / spin down): 3.7585 / 3.7558 eV
Net charge: -2

---

No. 2
Formula: C6H15N2P
Source: the Open Molecules 2025 dataset
Level of theory: wB97M-V/def2-TZVPD

Each line ends with the Mulliken charge.
CARTESIAN COORDINATES (ANGSTROEM)
C: 0.041 0.584 0.647  -0.6874
C: -1.029 0.530 -0.418  -0.4935
C: 1.412 0.077 0.330  0.8618
C: 2.603 0.966 0.587  -1.6754
C: -3.442 1.029 -0.640  -0.9702
C: 2.810 -1.849 -0.249  -0.8240
N: -2.371 0.352 0.083  -0.0813
N: 1.588 -1.125 -0.040  -0.4287
P: -2.864 -1.295 0.377  -0.0890
H: 0.281 1.585 0.736  0.1859
H: -0.344 0.269 1.581  0.4997
H: -1.005 1.485 -1.062  0.3064
H: -0.631 -0.305 -1.160  0.1830
H: -2.116 -1.858 -0.704  0.0346
H: 3.417 0.755 -0.062  0.4466
H: 2.957 0.735 1.610  0.3193
H: 2.267 1.940 0.627  0.4718
H: -3.869 0.453 -1.525  0.3128
H: -4.140 1.355 0.016  0.4097
H: -3.040 1.946 -1.116  0.3380
H: 3.655 -1.349 0.311  0.2869
H: 2.750 -2.873 0.068  0.2817
H: 2.854 -1.887 -1.320  0.2775
H: -1.781 -1.519 1.324  0.0339

## Properties
HOMO-LUMO gap: 9.525 eV
HOMO energy: -8.583 eV
ΔE to the lowest compared entry with this formula, charge and spin: 93.9 kJ/mol
E_LUMO: 0.9426 eV
Net charge: 0

---

No. 3
Formula: C17H37FN4O7P
Source: the Open Molecules 2025 dataset
Level of theory: wB97M-V/def2-TZVPD

Each line ends with the Mulliken charge.
CARTESIAN COORDINATES (ANGSTROEM)
C: -0.575 -4.431 3.525  -0.5419
O: 0.522 -3.790 2.784  -0.3891
C: 0.315 -2.309 2.693  -0.4889
C: -0.665 -1.863 1.450  -0.3799
N: 0.289 -1.851 0.265  0.6244
N: 1.454 -2.559 0.008  -1.0240
C: 0.002 -0.980 -0.794  -0.0917
C: -1.353 -0.212 -0.283  -0.9489
N: -1.416 1.236 -0.787  -0.4340
C: -1.262 -0.340 1.382  1.5845
C: -2.811 -0.024 1.804  -1.0836
C: -3.492 -1.086 2.848  0.1784
C: -4.269 -2.324 2.034  -1.0040
F: -2.605 -1.566 3.933  -0.3323
P: 0.002 0.865 2.206  0.6402
N: -0.491 2.417 1.962  -0.8154
O: 1.595 0.706 1.498  -0.4906
O: 0.077 0.657 3.942  -0.4803
H: -0.304 -4.484 4.679  0.2555
H: -1.609 -3.870 3.391  0.1969
H: -0.762 -5.528 3.094  0.2759
H: -0.085 -1.993 3.762  0.2987
H: 1.372 -1.765 2.587  0.2583
H: -1.361 -2.773 1.211  0.2130
H: 1.413 -3.547 0.341  0.2972
H: 2.245 -2.050 0.497  0.2629
H: 0.582 -0.829 -1.808  0.3592
H: -2.320 -0.682 -0.787  0.3374
H: -0.460 1.655 -0.815  0.3182
H: -2.038 1.803 -0.167  0.3141
H: -2.827 1.032 2.319  0.4650
H: -3.545 0.045 0.865  0.4200
H: -4.378 -0.496 3.389  0.3333
H: -5.033 -2.869 2.770  0.3256
H: -4.969 -1.761 1.248  0.3526
H: -3.528 -3.058 1.504  0.2224
H: -0.621 2.840 2.918  0.2439
H: 2.285 1.136 2.088  0.3577
H: 1.042 0.497 4.201  0.3665
O: -5.540 4.907 -4.136  -0.5780
C: -4.323 4.890 -3.974  0.6981
O: -3.748 3.932 -3.211  -0.3509
C: -2.330 3.714 -3.104  -0.2682
C: -1.720 4.625 -2.055  -0.9353
C: -3.461 5.981 -4.538  -0.8691
H: -1.842 3.807 -4.079  0.3630
H: -2.199 2.672 -2.792  0.1634
H: -1.841 5.679 -2.319  0.3447
H: -0.654 4.417 -1.937  0.3024
H: -2.218 4.482 -1.090  0.2651
H: -3.476 6.837 -3.858  0.2393
H: -3.873 6.281 -5.507  0.3027
H: -2.434 5.679 -4.725  0.3157
O: 5.485 -0.460 1.059  -0.5850
C: 5.731 -0.973 -0.029  0.8021
O: 5.061 -0.580 -1.137  -0.3978
C: 5.393 -0.982 -2.478  -0.3970
C: 4.755 -2.316 -2.817  -0.8248
C: 6.707 -2.107 -0.137  -0.9685
H: 6.476 -0.980 -2.634  0.3624
H: 4.984 -0.212 -3.142  0.3266
H: 5.124 -3.114 -2.166  0.2572
H: 4.963 -2.590 -3.853  0.3704
H: 3.670 -2.268 -2.674  0.1570
H: 6.200 -3.042 0.118  0.2444
H: 7.521 -1.931 0.574  0.3162
H: 7.172 -2.197 -1.115  0.3465

## Properties
HOMO-LUMO gap: 6.914 eV
HOMO energy: -11.626 eV
E_LUMO: -4.7115 eV
Net charge: +1

---

No. 4
Formula: C21H53N4O7PS
Source: the Open Molecules 2025 dataset
Level of theory: wB97M-V/def2-TZVPD

Each line ends with the Mulliken charge.
CARTESIAN COORDINATES (ANGSTROEM)
N: -0.527 0.088 -0.358  -0.4260
C: -0.419 -0.108 -1.783  -0.3600
O: 0.841 0.237 -2.419  -0.2390
S: 0.549 -0.248 -4.003  1.0354
O: 0.405 0.853 -4.978  -0.6376
O: 1.794 -0.975 -4.343  -0.5267
O: -0.829 -1.154 -3.861  -0.3253
C: -0.890 -1.437 -2.418  0.9696
C: -2.337 -1.868 -2.062  -1.0330
O: -3.185 -0.749 -2.432  -0.2357
O: -4.369 -1.349 -2.935  -0.3972
P: 0.133 -3.014 -2.211  0.4834
O: -0.731 -4.152 -1.667  -0.7036
H: -1.165 0.845 -0.152  0.3133
H: 0.402 0.343 -0.031  0.0830
H: -1.113 0.630 -2.256  0.5188
H: -2.473 -2.108 -0.995  0.4115
H: -2.629 -2.714 -2.707  0.5960
H: -4.505 -1.015 -3.831  0.2927
H: 1.262 -2.851 -1.364  0.0701
H: 0.572 -3.362 -3.527  0.0594
C: -5.290 0.555 0.033  -1.5381
C: -4.988 -0.755 0.747  -0.2805
N: -5.739 -0.939 1.978  0.1223
C: -5.259 -2.057 2.779  -0.6325
C: -5.388 -3.466 2.194  -0.9499
C: -7.185 -0.826 1.861  -0.7150
C: -7.902 -1.775 0.899  -0.8995
H: -5.117 1.411 0.688  0.3551
H: -4.635 0.656 -0.834  0.3718
H: -6.318 0.597 -0.331  0.3290
H: -3.921 -0.754 0.992  0.4276
H: -5.146 -1.584 0.041  0.2132
H: -5.755 -2.033 3.754  0.3544
H: -4.201 -1.878 2.998  0.3894
H: -6.412 -3.832 2.237  0.2431
H: -4.779 -4.161 2.778  0.3948
H: -5.040 -3.523 1.161  0.2282
H: -7.422 0.200 1.565  0.3540
H: -7.629 -0.924 2.856  0.3931
H: -7.379 -1.880 -0.053  0.1877
H: -8.901 -1.391 0.680  0.3688
H: -8.034 -2.767 1.330  0.2850
C: 1.937 1.532 2.855  -1.3242
C: 2.170 2.817 2.073  -0.4002
N: 0.964 3.604 1.872  0.2252
C: 1.140 4.685 0.910  -0.6116
C: 2.116 5.809 1.265  -1.0175
C: 0.225 3.951 3.077  -0.7346
C: 0.955 4.747 4.161  -0.9939
H: 1.176 0.912 2.376  0.2105
H: 2.862 0.955 2.897  0.3831
H: 1.630 1.726 3.884  0.3947
H: 2.563 2.533 1.091  0.4007
H: 2.962 3.394 2.570  0.2144
H: 0.163 5.124 0.688  0.4135
H: 1.468 4.239 -0.035  0.2782
H: 1.701 6.491 2.005  0.2284
H: 2.330 6.403 0.373  0.4109
H: 3.070 5.431 1.636  0.2680
H: -0.144 3.024 3.528  0.3658
H: -0.685 4.488 2.793  0.4040
H: 1.966 4.378 4.342  0.2534
H: 0.408 4.671 5.104  0.3742
H: 1.013 5.807 3.916  0.2822
C: 4.487 -0.035 0.301  -1.1937
C: 5.487 -1.073 -0.184  -0.5402
N: 4.927 -1.963 -1.184  0.3273
C: 5.767 -3.118 -1.470  -0.6549
C: 7.137 -2.869 -2.103  -1.0085
C: 4.340 -1.307 -2.345  -0.4021
C: 5.240 -0.400 -3.187  -1.3066
H: 3.584 -0.509 0.692  0.2694
H: 4.930 0.557 1.105  0.4848
H: 4.202 0.660 -0.491  0.2495
H: 5.790 -1.668 0.683  0.4602
H: 6.392 -0.560 -0.540  0.2917
H: 5.208 -3.815 -2.101  0.3370
H: 5.922 -3.656 -0.528  0.4461
H: 7.059 -2.624 -3.161  0.2262
H: 7.742 -3.778 -2.034  0.4073
H: 7.691 -2.075 -1.602  0.2699
H: 3.486 -0.714 -2.005  -0.0905
H: 3.895 -2.065 -2.995  0.4755
H: 5.873 0.246 -2.575  0.2701
H: 4.623 0.248 -3.813  0.3712
H: 5.878 -0.972 -3.859  0.3344

## Properties
HOMO-LUMO gap: 8.247 eV
HOMO energy: -8.097 eV
ΔE to the lowest compared entry with this formula, charge and spin: 183.9 kJ/mol
E_LUMO: 0.1504 eV
Net charge: 0

---

> What is the net charge in the third record?

+1